Record 1
{"formula": "C20H35FN4O4", "method": "ωB97M-V/def2-TZVPD", "gap_ev": 8.64, "mol_weight_g_mol": 414.5, "energy_ha": -1402.36737, "smiles": "CCCCC[C@H](O[C@H](CO[C@@H](CC(N)(N)N)c1cccnc1)CC(=O)O)[C@@H](C)F", "e_homo_ev": -8.793, "elements": ["C", "C", "C", "C", "C", "C", "O", "C", "C", "O", "C", "C", "C", "N", "N", "N", "C", "C", "C", "C", "N", "C", "C", "C", "O", "O", "C", "C", "F", "H", "H", "H", "H", "H", "H", "H", "H", "H", "H", "H", "H", "H", "H", "H", "H", "H", "H", "H", "H", "H", "H", "H", "H", "H", "H", "H", "H", "H", "H", "H", "H", "H", "H", "H"], "xyz": [[-3.10399, -2.43300, 1.07334], [-3.53813, -2.13830, 2.62587], [-2.54085, -1.11554, 3.44194], [-0.95197, -1.63943, 3.44926], [0.03292, -0.60415, 4.24274], [0.77878, 0.51847, 3.25328], [-0.15402, 1.30110, 2.44146], [-0.33927, 0.78947, 1.08459], [0.56304, 1.61337, -0.05878], [1.35582, 0.67262, -0.86232], [0.79299, 0.48361, -2.20774], [2.09560, 0.56044, -3.25466], [2.27403, 2.07744, -3.91518], [3.76723, 2.23504, -4.24544], [1.93134, 3.17475, -2.92977], [1.39439, 2.09902, -5.16812], [0.17641, -1.04787, -2.42775], [-1.36177, -1.31221, -2.99258], [-1.80962, -2.90271, -3.21285], [-0.68532, -4.03323, -2.83415], [0.69603, -3.82020, -2.28384], [1.07777, -2.37736, -2.10711], [-1.92179, 1.15777, 0.67980], [-2.41070, 2.61288, 1.28758], [-3.07721, 2.68406, 2.47041], [-2.13653, 3.83999, 0.46871], [2.07469, -0.10111, 2.44319], [3.27188, -0.27425, 3.59901], [1.86398, -1.45554, 1.88389], [-2.04498, -2.04146, 0.76621], [-3.88103, -1.83486, 0.39239], [-3.23324, -3.56483, 0.76590], [-4.62739, -1.68421, 2.61688], [-3.57245, -3.19208, 3.18340], [-2.64791, 0.01323, 3.15091], [-2.87381, -1.18603, 4.58643], [-0.98232, -2.63635, 4.10576], [-0.58950, -1.97394, 2.38863], [-0.50274, 0.01887, 5.10558], [0.87439, -1.23129, 4.79229], [1.25402, 1.29455, 4.02892], [-0.25951, -0.36939, 0.95540], [-0.06871, 2.38647, -0.66731], [1.34378, 2.24793, 0.57729], [0.06259, 1.32452, -2.56653], [1.97551, -0.26264, -4.10411], [3.06922, 0.37830, -2.61784], [4.33650, 2.28489, -3.35811], [3.88640, 3.17632, -4.70223], [2.44861, 4.05463, -3.18460], [0.89920, 3.36156, -2.91068], [0.45264, 2.47524, -4.89801], [1.85484, 2.67264, -5.90843], [-2.09896, -0.41588, -3.22864], [-2.87226, -3.19441, -3.62305], [-1.00903, -5.16672, -3.02625], [2.17648, -2.17112, -1.68644], [-2.67812, 0.32221, 0.99366], [-1.94777, 1.25211, -0.50753], [-2.15833, 3.47951, -0.48736], [2.53723, 0.62965, 1.64272], [3.46136, 0.72506, 4.17834], [3.05184, -1.19947, 4.31862], [4.24772, -0.53812, 2.98303]], "atomic_forces_ev_per_a": [[-1.1, 0.6, -0.8], [0.2, -0.3, 0.0], [0.2, -0.7, 1.1], [-1.2, -0.6, 1.1], [0.6, 0.2, -0.4], [0.9, -0.4, 1.3], [1.0, -2.0, -1.1], [-2.1, 1.1, -1.4], [1.2, 0.1, 2.3], [-2.6, 1.5, -1.2], [1.6, -1.6, -1.8], [0.1, 0.5, 0.4], [0.5, -0.8, 0.3], [-1.3, 0.9, 0.2], [-0.3, -0.1, -0.8], [1.0, 0.7, 1.0], [-2.4, -3.2, -0.4], [2.9, -3.5, 1.0], [4.3, 1.6, 1.6], [-0.3, 2.7, 0.0], [-3.9, 5.0, -1.5], [-2.3, 0.2, -0.9], [-0.1, 0.7, -0.7], [-3.1, 0.3, 5.0], [4.7, -0.1, -8.2], [-1.0, -4.3, 0.2], [1.2, 0.2, 2.2], [0.3, -0.8, -1.2], [0.1, 2.7, 0.8], [-1.9, -0.9, 0.7], [1.8, -1.3, 1.3], [0.5, 2.3, 0.8], [2.2, -1.0, 0.2], [0.1, 2.4, -1.0], [0.2, -2.2, 0.3], [0.6, 0.3, -2.4], [0.1, 2.0, -1.5], [-0.5, 0.9, 2.1], [0.8, -1.5, -2.1], [-1.6, 1.4, -1.3], [-1.0, -1.5, -2.0], [0.3, 2.2, 0.4], [1.2, -1.7, 0.9], [-1.6, -1.3, -1.5], [0.9, -1.8, 1.1], [0.4, 2.1, 1.8], [-2.0, 0.1, -1.2], [-1.2, -0.2, -1.2], [-0.1, -1.2, 0.5], [-1.0, -1.3, 0.2], [1.4, 0.0, -0.1], [1.5, -0.2, -0.6], [-0.8, -0.4, 0.9], [1.7, -2.1, 0.5], [2.5, 0.6, 1.0], [1.0, 2.8, 0.6], [-2.7, -0.7, -1.0], [1.5, 1.9, -0.4], [0.0, -0.3, 2.4], [0.2, 0.9, 2.2], [-1.4, -1.7, 1.2], [-0.5, -2.0, -1.1], [0.4, 2.3, -1.6], [-1.9, 0.5, 1.4]], "nbo_charge": [-0.649, -0.421, -0.425, -0.436, -0.436, 0.076, -0.557, 0.075, -0.097, -0.550, 0.065, -0.433, 0.431, -0.848, -0.887, -0.874, -0.084, -0.203, -0.276, 0.008, -0.428, 0.022, -0.529, 0.780, -0.560, -0.698, 0.167, -0.664, -0.394, 0.211, 0.203, 0.227, 0.216, 0.208, 0.233, 0.209, 0.212, 0.225, 0.228, 0.220, 0.210, 0.237, 0.180, 0.210, 0.186, 0.252, 0.228, 0.376, 0.347, 0.372, 0.349, 0.357, 0.372, 0.231, 0.245, 0.222, 0.233, 0.269, 0.202, 0.476, 0.203, 0.223, 0.229, 0.225]}



Record 2
{"formula": "C20H35I2NO16P", "method": "ωB97M-V/def2-TZVPD", "gap_ev": 7.62, "mol_weight_g_mol": 830.3, "energy_ha": -2978.23723, "total_charge": 1, "e_homo_ev": -12.314, "elements": ["O", "P", "I", "C", "C", "C", "C", "N", "I", "C", "H", "H", "H", "H", "H", "C", "O", "C", "O", "O", "C", "H", "H", "H", "H", "H", "H", "C", "O", "C", "O", "O", "C", "H", "H", "H", "H", "H", "H", "C", "O", "C", "O", "O", "C", "H", "H", "H", "H", "H", "H", "C", "O", "C", "O", "O", "C", "H", "H", "H", "H", "H", "H", "C", "O", "C", "O", "O", "C", "H", "H", "H", "H", "H", "H"], "xyz": [[2.86605, 3.59249, -0.80779], [2.19418, 4.23616, -2.16043], [3.30252, 6.36619, -2.25363], [0.55611, 4.76073, -1.41903], [0.17759, 6.03187, -0.97178], [-1.08488, 6.23286, -0.41647], [-1.95328, 5.18046, -0.33166], [-1.58469, 3.96551, -0.77803], [-2.88156, 2.37558, -0.68102], [-0.36532, 3.74729, -1.30820], [2.96044, 2.63775, -0.94379], [0.87210, 6.85572, -1.04719], [-1.37557, 7.20291, -0.04070], [-2.94495, 5.27297, 0.08722], [-0.14630, 2.73836, -1.63989], [-0.50116, 9.31356, 3.62643], [0.54868, 8.33934, 3.71662], [0.68713, 7.56184, 2.66078], [0.01686, 7.59696, 1.65143], [1.69384, 6.71456, 2.87838], [1.93863, 5.84473, 1.77598], [-0.47620, 9.85971, 4.56302], [-0.32063, 9.99178, 2.79550], [-1.46538, 8.82411, 3.50747], [2.22437, 6.42606, 0.90002], [1.04958, 5.25180, 1.55998], [2.75433, 5.18438, 2.05331], [1.88687, -3.13921, -0.71390], [1.53581, -1.74689, -0.88772], [1.70082, -1.00613, 0.19742], [2.06904, -1.38266, 1.27581], [1.36405, 0.27202, -0.08205], [1.47677, 1.13240, 1.06144], [1.70983, -3.61163, -1.67512], [2.93394, -3.22879, -0.43703], [1.25902, -3.60283, 0.04290], [2.50054, 1.15606, 1.42938], [0.81375, 0.80458, 1.85963], [1.18442, 2.12626, 0.72589], [-4.75887, -3.60967, -3.24610], [-4.34763, -2.51242, -2.41551], [-3.03862, -2.32759, -2.36048], [-2.18696, -2.96703, -2.91762], [-2.77580, -1.29399, -1.54625], [-1.36674, -1.06931, -1.40918], [-5.84194, -3.63289, -3.18935], [-4.44239, -3.44767, -4.27403], [-4.34615, -4.54359, -2.87165], [-0.92180, -0.81336, -2.36896], [-0.87478, -1.94509, -1.00123], [-1.24848, -0.23560, -0.72682], [3.88999, -7.17247, -2.53074], [2.72396, -6.34808, -2.41107], [1.98128, -6.28895, -3.51762], [2.21708, -6.84375, -4.55634], [0.93430, -5.50062, -3.27095], [0.04424, -5.32551, -4.38208], [4.38681, -7.12517, -1.56670], [3.61001, -8.19944, -2.75416], [4.54875, -6.79275, -3.30885], [-0.37923, -6.27702, -4.69639], [0.56742, -4.85990, -5.21511], [-0.74287, -4.66765, -4.02537], [-0.49954, -2.52167, 2.55408], [-1.00083, -3.79713, 2.95420], [-1.40630, -3.84419, 4.22612], [-1.38513, -2.92192, 4.99867], [-1.83512, -5.07442, 4.48231], [-2.30132, -5.27243, 5.82258], [-0.21755, -2.62667, 1.51225], [-1.27578, -1.76186, 2.65310], [0.37221, -2.24328, 3.13976], [-3.14478, -4.61867, 6.03393], [-1.50161, -5.08660, 6.53615], [-2.61316, -6.31047, 5.87625]], "atomic_forces_ev_per_a": [[-0.2, -0.2, 0.0], [-0.2, -0.1, -0.1], [0.2, 0.1, 0.0], [0.2, 0.7, 0.1], [-0.2, -0.4, -0.1], [0.3, 0.3, -0.3], [-0.2, -0.1, 0.0], [0.2, -0.3, -0.1], [-0.1, 0.0, 0.0], [-0.1, -0.1, 0.0], [0.2, 0.1, 0.1], [-0.1, 0.1, 0.0], [0.0, -0.1, -0.1], [0.0, -0.1, 0.0], [-0.1, 0.0, 0.0], [-0.1, 0.1, 0.1], [0.0, 0.0, -0.1], [0.2, 0.0, 0.3], [0.1, 0.1, 0.1], [-0.2, 0.1, -0.1], [0.1, -0.2, -0.1], [0.0, 0.0, 0.0], [0.0, 0.0, 0.0], [0.0, 0.0, 0.0], [0.0, -0.1, 0.0], [0.0, 0.0, 0.0], [0.0, 0.1, 0.1], [0.0, -0.2, -0.3], [0.1, 0.2, 0.1], [0.0, -0.1, 0.0], [0.1, 0.0, 0.0], [0.0, 0.1, 0.0], [-0.1, 0.1, 0.0], [0.0, 0.0, 0.0], [0.0, 0.0, 0.1], [0.0, 0.0, 0.1], [0.0, 0.0, 0.0], [0.0, -0.1, 0.0], [0.0, 0.0, 0.0], [-0.1, -0.1, -0.1], [0.0, 0.1, 0.0], [0.1, 0.0, 0.2], [-0.1, -0.2, -0.2], [0.0, 0.2, 0.0], [0.0, 0.1, 0.1], [0.0, 0.0, 0.0], [0.1, 0.0, 0.0], [0.1, 0.0, 0.0], [0.0, -0.1, 0.0], [0.0, -0.1, -0.1], [-0.1, 0.0, 0.1], [0.1, 0.0, 0.1], [0.0, 0.0, 0.0], [0.0, 0.0, 0.0], [0.0, 0.0, 0.0], [0.0, 0.0, 0.0], [-0.2, 0.2, 0.0], [0.0, 0.0, 0.0], [0.0, 0.0, -0.1], [0.0, 0.0, 0.0], [0.1, 0.0, 0.0], [0.0, -0.1, 0.0], [0.0, 0.0, 0.0], [-0.1, 0.0, 0.0], [0.0, 0.0, 0.0], [0.0, 0.0, 0.0], [0.0, 0.0, 0.0], [0.0, 0.0, 0.0], [0.0, -0.1, 0.1], [0.0, -0.1, 0.0], [0.0, 0.0, 0.1], [0.0, 0.0, 0.0], [0.0, 0.0, 0.0], [0.0, 0.1, 0.0], [0.0, 0.0, -0.1]], "lowdin_charge": [-0.403, 0.519, 0.591, -0.390, -0.081, -0.015, -0.112, -0.467, 1.146, -0.189, 0.043, 0.035, 0.121, 0.121, 0.105, -0.017, 0.030, -0.595, 0.086, 0.034, -0.038, 0.100, 0.100, 0.098, 0.066, 0.088, 0.105, 0.008, -0.012, -0.630, 0.131, -0.034, -0.039, 0.086, 0.107, 0.096, 0.107, 0.103, 0.065, -0.019, 0.015, -0.616, 0.125, -0.021, -0.070, 0.097, 0.100, 0.101, 0.109, 0.086, 0.027, -0.032, -0.008, -0.626, 0.134, -0.015, -0.024, 0.093, 0.099, 0.098, 0.100, 0.100, 0.071, -0.042, 0.012, -0.624, 0.124, 0.009, -0.031, 0.066, 0.101, 0.099, 0.098, 0.099, 0.095]}



What is the formula in the first record? C20H35FN4O4